{
  "formula": "C39H64O17",
  "method": "ωB97M-V/def2-TZVPD",
  "symbols": ["C", "O", "C", "C", "C", "C", "C", "C", "C", "C", "C", "O", "C", "O", "H", "H", "H", "H", "H", "H", "H", "H", "H", "H", "H", "H", "H", "H", "H", "H", "H", "H", "H", "H", "H", "H", "O", "C", "C", "C", "C", "O", "H", "H", "H", "H", "H", "H", "O", "C", "C", "C", "C", "O", "H", "H", "H", "H", "H", "H", "O", "C", "C", "C", "C", "O", "H", "H", "H", "H", "H", "H", "O", "C", "C", "C", "C", "O", "H", "H", "H", "H", "H", "H", "O", "C", "C", "C", "C", "O", "H", "H", "H", "H", "H", "H", "O", "C", "C", "C", "C", "O", "H", "H", "H", "H", "H", "H", "O", "C", "C", "C", "C", "O", "H", "H", "H", "H", "H", "H"],
  "xyz": [[6.12971, -1.73725, 4.93751], [5.81476, -0.67093, 5.79761], [4.52106, -0.13212, 5.59059], [4.50731, 0.98531, 4.54766], [4.38009, 0.48155, 3.10630], [3.44128, 1.34046, 2.24418], [1.96953, 1.06152, 2.63393], [1.08260, 2.29414, 2.94257], [0.63385, 2.41564, 4.40180], [-0.07716, 1.16508, 4.97557], [-0.81420, 0.33075, 3.96783], [-1.76398, 1.09558, 3.16939], [-2.94529, 0.45440, 3.19806], [-3.29584, -0.27194, 2.37382], [5.25769, -2.30245, 4.60741], [6.79548, -2.41978, 5.45851], [6.66001, -1.40846, 4.04077], [4.20124, 0.30951, 6.53215], [3.80023, -0.91241, 5.35063], [3.66396, 1.62770, 4.79755], [5.39764, 1.58591, 4.70213], [5.37615, 0.53353, 2.66144], [4.09118, -0.56174, 3.05941], [3.56114, 1.00210, 1.22025], [3.73642, 2.38259, 2.33156], [1.96298, 0.38339, 3.48439], [1.48619, 0.53443, 1.81443], [1.67666, 3.18014, 2.73045], [0.20131, 2.36368, 2.30833], [1.51055, 2.61613, 5.00863], [-0.00176, 3.28244, 4.54533], [-0.82035, 1.52203, 5.68143], [0.61637, 0.57444, 5.56440], [-1.38474, -0.42190, 4.52401], [-0.16389, -0.23833, 3.31213], [-3.59406, 0.68173, 4.05480], [1.62449, -1.03179, 0.07588], [0.51574, -1.01948, -0.37782], [-0.62112, -0.10598, 0.02273], [-1.83457, -0.80141, -0.58329], [-1.22139, -1.50323, -1.78371], [0.12164, -1.83587, -1.39142], [-0.45085, 0.87496, -0.42162], [-0.69436, -0.02473, 1.10339], [-2.64616, -0.12564, -0.84912], [-2.22923, -1.53651, 0.11946], [-1.17409, -0.85367, -2.66203], [-1.75486, -2.41515, -2.04828], [0.31241, 2.43648, -1.76496], [-0.49177, 3.25531, -1.41779], [-0.92159, 4.49446, -2.17738], [-1.62351, 5.31126, -1.09547], [-2.14599, 4.22538, -0.16741], [-1.18528, 3.16013, -0.25943], [-1.60401, 4.19670, -2.97511], [-0.06044, 5.01059, -2.59234], [-2.40623, 5.96767, -1.47130], [-0.89239, 5.92710, -0.56932], [-3.11887, 3.84112, -0.48181], [-2.21606, 4.55500, 0.86653], [-2.21318, -0.52015, 6.46763], [-3.09102, -1.33558, 6.49091], [-2.93633, -2.84270, 6.49551], [-4.33959, -3.31484, 6.12526], [-5.20612, -2.19142, 6.67239], [-4.40235, -1.00361, 6.55251], [-2.64597, -3.16131, 7.49765], [-2.18998, -3.15634, 5.77040], [-4.60004, -4.29235, 6.52674], [-4.43601, -3.36098, 5.03932], [-5.45655, -2.33332, 7.72578], [-6.12576, -2.05948, 6.10739], [3.42785, 4.09185, 4.61302], [4.48283, 4.62238, 4.42432], [5.66447, 4.66996, 5.37344], [6.52155, 5.78024, 4.77258], [6.16550, 5.69084, 3.29637], [4.79689, 5.25216, 3.26390], [6.17052, 3.70396, 5.35074], [5.33817, 4.89937, 6.38388], [7.58760, 5.67201, 4.96436], [6.20481, 6.74526, 5.17196], [6.77601, 4.95753, 2.76486], [6.24587, 6.64915, 2.78819], [-2.25278, -0.05018, -5.27358], [-1.18569, -0.47569, -5.61655], [0.14384, 0.24808, -5.53547], [1.02830, -0.59551, -6.45022], [0.39761, -1.97133, -6.31718], [-1.00653, -1.72603, -6.10329], [0.49102, 0.23173, -4.50025], [0.04719, 1.27214, -5.88456], [2.08351, -0.58063, -6.18561], [0.93487, -0.24378, -7.47894], [0.78742, -2.52512, -5.46036], [0.53144, -2.56985, -7.21612], [0.90876, -3.03969, -10.08750], [-0.03417, -3.77463, -10.14525], [-0.31985, -4.93250, -9.21558], [-1.37905, -5.71802, -9.98162], [-2.06125, -4.62026, -10.78465], [-1.03012, -3.65190, -11.05314], [-0.70701, -4.53844, -8.27396], [0.57790, -5.51892, -9.04078], [-2.06465, -6.27744, -9.34785], [-0.89420, -6.42520, -10.65659], [-2.85845, -4.12826, -10.22340], [-2.46674, -4.98163, -11.72670], [-7.48786, -3.91124, -4.76776], [-6.45300, -3.31773, -4.86219], [-5.34760, -3.23852, -3.82574], [-4.51239, -2.06229, -4.32511], [-4.75164, -2.11752, -5.82295], [-6.09037, -2.63091, -5.97358], [-4.78704, -4.17469, -3.84109], [-5.75958, -3.06324, -2.83569], [-3.45957, -2.11753, -4.06094], [-4.91038, -1.13000, -3.92154], [-4.06119, -2.79654, -6.32867], [-4.68562, -1.13900, -6.29002]],
  "forces_ev_per_a": [[0.5, -0.2, -0.2], [-0.3, -0.4, 0.1], [0.3, 0.9, 0.1], [-0.8, -0.8, 0.1], [0.8, 1.0, -0.3], [-0.3, -1.1, 0.4], [-0.4, 0.7, -0.2], [0.4, 0.3, 0.4], [0.3, -0.6, 0.0], [-0.2, 1.3, -0.2], [-0.2, -0.9, 0.5], [0.7, 0.2, 0.4], [0.4, 2.3, 2.5], [-1.4, -2.8, -3.3], [-0.2, 0.0, 0.1], [0.1, -0.1, 0.2], [0.0, 0.2, -0.1], [0.2, -0.1, 0.3], [-0.1, -0.2, -0.2], [-0.2, 0.1, -0.1], [0.2, 0.1, -0.1], [0.1, -0.2, -0.1], [-0.3, -0.2, 0.1], [0.1, 0.3, -0.3], [-0.2, 0.2, 0.0], [0.0, -0.1, 0.2], [0.3, -0.2, 0.0], [0.0, 0.2, -0.1], [0.0, -0.3, -0.2], [0.2, 0.0, 0.2], [-0.2, 0.2, -0.2], [-0.1, -0.1, 0.3], [0.1, -0.5, -0.2], [0.2, 0.1, -0.1], [0.1, 0.2, -0.4], [0.2, 0.3, 0.4], [0.0, -0.4, -0.2], [0.1, 0.5, 0.2], [-0.4, -0.4, 0.0], [0.0, 0.1, 0.1], [-0.2, 0.0, -0.1], [0.1, -0.1, 0.0], [0.1, -0.2, 0.2], [0.1, 0.2, 0.0], [0.0, 0.0, -0.1], [0.0, 0.0, 0.0], [0.0, 0.0, 0.0], [0.2, -0.1, 0.0], [-0.1, 0.1, 0.1], [0.0, 0.0, -0.4], [-0.1, 0.3, 0.4], [0.0, 0.1, -0.1], [-0.2, 0.2, 0.1], [0.1, 0.0, -0.1], [0.1, 0.0, -0.1], [0.0, -0.2, -0.2], [0.0, -0.1, 0.0], [0.0, 0.0, 0.0], [0.0, 0.0, 0.0], [0.1, -0.2, 0.1], [-0.4, 0.0, 0.1], [0.3, -0.1, 0.3], [-0.4, -0.1, -0.3], [0.1, -0.2, 0.0], [-0.2, -0.2, 0.0], [0.1, 0.0, -0.1], [0.1, 0.0, 0.0], [0.2, 0.1, 0.2], [0.0, 0.0, 0.1], [0.0, 0.0, 0.0], [0.0, 0.0, 0.0], [0.0, 0.2, 0.0], [0.0, 0.3, -0.2], [0.0, -0.3, 0.2], [0.2, 0.5, -0.1], [0.1, 0.0, 0.2], [0.2, 0.1, 0.0], [-0.1, 0.0, 0.1], [-0.1, 0.0, 0.1], [-0.1, -0.3, 0.0], [0.0, 0.0, -0.1], [0.0, 0.0, 0.0], [0.0, 0.0, 0.0], [-0.2, 0.0, -0.1], [-0.2, -0.3, -0.2], [0.2, 0.4, 0.4], [0.2, -0.3, -0.5], [0.1, 0.2, 0.0], [0.4, -0.1, -0.1], [-0.1, 0.1, 0.0], [-0.1, 0.1, 0.0], [-0.1, 0.1, 0.3], [0.0, -0.1, 0.0], [0.0, -0.1, 0.0], [-0.1, 0.0, 0.0], [-0.2, 0.0, 0.0], [-0.1, 0.1, -0.2], [0.2, 0.1, 0.4], [-0.3, -0.5, -0.3], [0.0, -0.1, 0.1], [-0.2, -0.1, 0.0], [0.1, 0.0, 0.0], [0.1, 0.0, 0.0], [0.1, 0.2, 0.2], [0.0, 0.1, 0.0], [0.0, 0.0, 0.0], [0.0, 0.0, 0.0], [0.1, 0.2, -0.1], [0.0, 0.2, -0.2], [0.0, -0.3, 0.1], [0.1, 0.6, -0.1], [0.1, -0.1, 0.2], [0.2, 0.2, 0.0], [-0.1, 0.0, 0.1], [-0.1, -0.1, 0.1], [-0.1, -0.3, 0.0], [0.0, 0.0, -0.1], [0.0, 0.0, 0.0], [0.0, 0.0, 0.0], [-0.1, -0.1, -0.1]],
  "mulliken_charge": [-0.67, -0.46, -1.10, 0.85, -1.21, -0.87, 1.31, -0.17, -1.27, -0.62, -0.10, -0.20, -0.22, -0.44, 0.29, 0.26, 0.25, 0.39, 0.48, -0.23, 0.20, 0.42, 0.44, 0.51, 0.26, 0.30, -1.62, 0.77, -0.05, 0.32, 0.47, 0.48, 0.31, 0.27, 0.04, 0.58, -0.60, 0.40, 2.29, -0.84, 0.07, -0.43, -0.64, -1.08, 0.46, 0.25, -0.21, 0.30, -0.64, 0.44, -0.47, -0.60, -0.47, -0.19, 0.27, 0.32, 0.36, 0.28, 0.29, 0.32, -0.59, 0.63, -0.43, -0.50, -0.47, -0.37, 0.29, 0.27, 0.33, 0.26, 0.28, 0.33, -0.50, 0.54, -0.37, -0.52, -0.42, -0.37, 0.13, 0.39, 0.34, 0.25, 0.27, 0.30, -0.59, 0.43, -0.25, -0.63, -0.16, -0.28, 0.18, 0.33, 0.37, 0.28, 0.27, 0.04, -0.59, 0.59, -0.28, -0.55, -0.39, -0.36, 0.11, 0.36, 0.33, 0.27, 0.25, 0.31, -0.58, 0.43, -0.52, 0.25, -0.32, -0.39, 0.30, 0.33, -0.20, 0.22, 0.22, 0.27],
  "relative_energy_ev": 2.005,
  "homo_energy_ev": -9.1849,
  "smiles": "COCCCCCCCCCOC=O.O=C1CCCO1.O=C1CCCO1.O=C1CCCO1.O=C1CCCO1.O=C1CCCO1.O=C1CCCO1.O=C1CCCO1",
  "multiplicity": 1
}